# C19H21B3N4O9

C19H21B3N4O9 as an isolated structure at a distorted geometry (wB97M-V/def2-TZVPD, OMol25).

M = 481.832 g mol⁻¹
Largest force on an atom = 0.02383 hartree/bohr
LUMO energy = -0.7 eV
Orbital gap = 8.7085 eV
E_tot = -46458.74577 eV
Highest occupied orbital energy = -9.41 eV

XYZ file:
```
56
Properties=species:S:1:pos:R:3:forces:R:3
N 2.180 -2.200 -3.394 0.3 -0.4 -0.2
C 3.473 -2.117 -4.102 -0.3 0.2 0.3
B 4.558 -3.096 -3.569 0.3 0.1 1.0
O 5.914 -2.778 -3.567 -0.3 0.4 -1.1
B 6.590 -3.682 -4.356 0.5 -0.2 0.6
O 6.311 -5.024 -4.166 -0.2 0.0 -1.0
B 4.990 -5.311 -3.907 0.0 -0.3 0.8
O 4.243 -4.395 -3.189 -0.5 0.0 -0.9
H 1.431 -2.278 -4.070 -0.2 0.3 0.1
H 2.142 -3.069 -2.873 0.0 0.0 0.0
H 3.855 -1.095 -4.099 0.0 0.1 0.0
H 3.361 -2.380 -5.164 0.1 0.0 -0.1
H 7.311 -3.334 -5.234 0.2 0.0 0.2
H 4.471 -6.286 -4.343 0.1 -0.2 0.2
C 0.874 2.862 0.604 0.0 0.0 0.0
C -0.505 2.744 0.494 0.0 0.0 0.0
C -1.055 1.944 -0.493 -0.1 0.1 0.1
C -0.203 1.277 -1.353 0.0 0.0 0.0
C 1.172 1.380 -1.263 0.2 0.0 0.0
C 1.709 2.183 -0.272 0.0 0.0 0.0
N -0.772 0.408 -2.396 0.0 0.0 0.1
O -1.986 0.314 -2.460 0.0 0.0 0.0
O 0.005 -0.169 -3.122 -0.1 0.0 -0.1
H 1.300 3.481 1.382 0.0 0.0 0.0
H -1.153 3.268 1.182 0.0 0.0 0.0
H -2.125 1.840 -0.593 0.0 0.0 0.0
H 1.803 0.834 -1.949 -0.1 -0.1 0.0
H 2.782 2.273 -0.180 0.0 0.0 0.0
C 2.338 4.754 7.229 0.0 0.0 0.0
C 0.962 4.662 7.076 0.1 0.0 0.0
C 0.424 3.853 6.089 -0.1 0.1 0.1
C 1.286 3.148 5.271 0.0 0.0 0.0
C 2.660 3.226 5.403 0.2 0.0 0.0
C 3.185 4.039 6.393 0.0 0.0 0.0
N 0.721 2.276 4.226 0.0 0.0 0.0
O -0.488 2.242 4.113 0.0 0.0 0.0
O 1.497 1.649 3.534 0.0 0.0 0.0
H 2.753 5.384 8.005 0.0 0.0 0.0
H 0.303 5.219 7.728 0.0 0.0 0.0
H -0.644 3.770 5.956 0.0 -0.1 0.0
H 3.303 2.661 4.745 0.0 0.0 0.0
H 4.257 4.113 6.512 0.0 0.0 0.0
C -5.403 -1.015 -2.568 0.0 0.0 0.0
C -4.680 -1.117 -1.388 -0.1 0.0 0.0
C -5.177 -1.865 -0.333 0.1 0.1 0.0
C -6.396 -2.498 -0.486 0.0 0.0 0.0
C -7.134 -2.407 -1.650 -0.1 0.0 -0.1
C -6.628 -1.656 -2.697 0.0 0.0 0.0
N -6.925 -3.306 0.629 0.0 0.0 0.0
O -6.270 -3.355 1.650 0.0 0.0 0.0
O -7.985 -3.874 0.460 0.0 0.0 0.0
H -5.004 -0.435 -3.390 0.0 0.0 0.0
H -3.728 -0.618 -1.295 0.0 0.0 0.0
H -4.629 -1.956 0.593 0.0 0.0 0.0
H -8.084 -2.913 -1.734 0.0 0.0 0.1
H -7.190 -1.574 -3.617 0.0 0.0 0.0
```
Forces are in eV/Å.